Record 1
Density functional theory data (ωB97M-V with the def2-TZVPD basis set) for a structure of composition C34H37ClN7O2Pd.

Orbital gap   7.51 eV
DFT total energy   -2439.45302 a.u.
Charge   +1

Last column: Mulliken charge in e.
Atoms and positions in Å:
Pd  -0.190  -0.596  0.144  0.30
C  -0.206  -1.146  6.543  -0.46
C  -0.223  0.237  6.392  -0.64
C  -0.196  0.805  5.132  -0.21
C  -0.153  -0.030  4.019  0.16
C  -0.138  -1.411  4.161  -0.20
C  -0.164  -1.971  5.430  -0.67
N  -0.120  0.439  2.671  0.47
N  -0.060  1.667  2.533  -0.33
C  -0.019  2.137  1.184  -0.06
C  0.052  3.524  1.065  -0.33
C  0.088  4.125  -0.182  -0.68
C  0.056  3.333  -1.321  -0.69
C  -0.011  1.947  -1.215  -0.45
C  -0.054  1.348  0.032  0.74
H  -0.227  -1.580  7.534  0.39
H  -0.257  0.874  7.266  0.38
H  -0.209  1.877  5.000  0.44
H  -0.100  -2.031  3.274  0.36
H  -0.149  -3.046  5.550  0.37
H  0.078  4.109  1.975  0.50
H  0.142  5.201  -0.262  0.40
H  0.085  3.789  -2.302  0.43
H  -0.035  1.343  -2.112  0.49
C  3.987  -3.411  -3.279  -1.82
C  5.248  -3.824  -2.512  1.32
C  6.477  -3.300  -3.265  -1.70
C  5.309  -5.357  -2.517  -1.86
C  5.190  -3.284  -1.043  1.89
O  3.993  -3.743  -0.407  -0.65
C  6.394  -3.755  -0.213  -0.93
C  6.498  -3.147  1.198  -1.06
C  7.492  -2.014  1.328  0.09
C  8.807  -2.163  0.890  -0.12
C  9.730  -1.138  1.017  -0.89
C  9.335  0.059  1.594  0.41
Cl  10.480  1.353  1.750  -0.21
C  8.040  0.232  2.049  -0.95
C  7.129  -0.806  1.914  0.12
C  5.103  -1.725  -1.031  -1.75
N  3.895  -1.195  -0.411  0.93
C  2.630  -1.351  -0.773  -0.19
N  1.848  -0.714  0.092  0.15
C  2.723  -0.173  0.987  -0.87
N  3.968  -0.450  0.711  -1.02
H  4.026  -3.821  -4.289  0.54
H  3.895  -2.327  -3.388  0.25
H  3.089  -3.799  -2.797  0.32
H  6.433  -3.637  -4.302  0.47
H  7.410  -3.676  -2.846  0.38
H  6.533  -2.210  -3.287  0.32
H  5.266  -5.716  -3.546  0.47
H  4.463  -5.807  -1.993  0.40
H  6.233  -5.737  -2.082  0.35
H  4.104  -4.680  -0.213  0.60
H  7.314  -3.553  -0.762  0.29
H  6.327  -4.842  -0.135  0.54
H  6.793  -3.937  1.893  0.44
H  5.514  -2.810  1.535  0.37
H  9.130  -3.100  0.451  0.49
H  10.749  -1.263  0.679  0.42
H  7.748  1.170  2.501  0.41
H  6.112  -0.664  2.255  0.36
H  5.162  -1.320  -2.037  0.45
H  5.920  -1.295  -0.459  0.30
H  2.311  -1.919  -1.628  0.49
H  2.419  0.419  1.833  0.52
N  -4.232  -4.272  -0.370  -0.38
C  -4.929  -3.123  -0.603  0.23
O  -6.016  -3.094  -1.131  -0.56
C  -4.246  -1.839  -0.211  0.07
C  -5.033  -0.727  0.065  -0.13
C  -4.412  0.462  0.397  -0.99
C  -3.030  0.518  0.416  0.07
N  -2.267  -0.539  0.124  0.04
C  -2.872  -1.698  -0.177  -0.35
H  -4.727  -5.131  -0.556  0.24
H  -3.533  -4.299  0.351  0.22
H  -6.109  -0.817  0.008  0.51
H  -4.982  1.349  0.633  0.45
H  -2.511  1.435  0.660  0.30
H  -2.225  -2.530  -0.431  0.50


Record 2
Density functional theory data (ωB97M-V with the def2-TZVPD basis set) for a structure of composition C18H36O26S5 at a distorted geometry.

Orbital gap   10.80 eV
DFT total energy   -4654.54534 a.u.

Last column: Mulliken charge in e.
Atoms and positions in Å:
C  4.404  1.019  2.931  -1.07
C  4.707  1.222  1.453  0.13
O  5.383  2.495  1.307  -0.34
C  6.708  2.467  1.399  0.76
O  7.383  1.500  1.647  -0.56
O  7.167  3.698  1.188  -0.35
C  8.580  3.831  1.194  -0.67
H  3.795  0.126  3.070  0.29
H  3.855  1.897  3.270  0.24
H  5.328  0.901  3.491  0.42
H  3.843  1.276  0.803  0.02
H  5.408  0.452  1.132  0.31
H  8.985  3.693  2.194  0.29
H  8.795  4.861  0.904  0.23
H  9.049  3.201  0.441  0.30
C  -0.648  -5.536  -2.008  -1.41
C  -1.695  -4.701  -1.330  -0.11
O  -1.624  -3.324  -1.655  -0.01
C  -2.400  -2.884  -2.647  0.53
O  -2.936  -3.537  -3.496  -0.58
O  -2.485  -1.556  -2.503  -0.12
C  -2.841  -0.763  -3.623  -0.76
H  -0.793  -6.597  -1.806  0.39
H  0.361  -5.210  -1.758  0.29
H  -0.771  -5.470  -3.093  0.35
H  -1.683  -4.816  -0.247  0.20
H  -2.684  -5.124  -1.533  0.35
H  -2.623  0.274  -3.384  0.21
H  -3.858  -0.879  -3.991  0.32
H  -2.156  -0.992  -4.445  0.33
C  -0.065  6.380  -0.736  -0.39
C  -0.134  5.254  -1.773  0.15
O  -1.545  5.133  -2.051  -0.20
S  -2.342  6.431  -1.555  1.04
O  -3.008  6.112  -0.349  -0.53
O  -3.050  7.014  -2.619  -0.56
O  -1.042  7.298  -1.281  -0.34
H  0.869  6.927  -0.726  0.34
H  -0.367  6.008  0.243  0.29
H  0.223  4.294  -1.421  -0.02
H  0.372  5.621  -2.667  0.25
C  -1.307  -0.150  0.102  0.08
C  -0.085  -0.417  -0.751  -0.05
O  0.797  0.671  -0.527  -0.13
S  0.447  1.476  0.800  0.68
O  0.055  2.772  0.416  -0.47
O  1.460  1.308  1.770  -0.46
O  -0.821  0.617  1.214  -0.13
H  -1.822  -1.042  0.450  -0.18
H  -2.038  0.433  -0.462  0.35
H  -0.427  -0.450  -1.786  0.01
H  0.408  -1.378  -0.591  0.33
C  2.213  -0.692  -4.890  -0.30
C  2.633  -0.152  -3.517  -0.12
O  2.089  1.185  -3.458  -0.21
S  0.947  1.461  -4.531  0.99
O  1.376  2.519  -5.365  -0.57
O  -0.326  1.490  -3.923  -0.38
O  1.131  0.083  -5.334  -0.37
H  1.939  -1.743  -4.786  0.31
H  3.059  -0.667  -5.580  0.27
H  3.705  -0.014  -3.426  0.32
H  2.189  -0.702  -2.689  0.05
C  -5.273  -5.272  0.969  -0.38
C  -5.727  -4.456  2.193  -0.28
O  -4.549  -3.822  2.719  -0.36
S  -3.371  -3.855  1.662  1.39
O  -2.135  -4.059  2.304  -0.66
O  -3.583  -2.782  0.753  -0.58
O  -3.845  -5.198  0.957  -0.25
H  -5.648  -4.915  0.012  0.26
H  -5.541  -6.319  1.089  0.29
H  -6.106  -5.064  3.008  0.30
H  -6.442  -3.689  1.901  0.26
C  -2.009  -0.514  3.892  0.00
C  -1.204  0.452  4.721  -0.17
O  -0.950  -0.242  5.952  -0.34
S  -2.145  -1.259  6.263  1.10
O  -2.951  -0.754  7.295  -0.54
O  -1.601  -2.556  6.329  -0.55
O  -2.922  -1.052  4.897  -0.34
H  -1.441  -1.372  3.536  0.20
H  -2.650  -0.004  3.184  0.16
H  -1.748  1.369  4.959  0.31
H  -0.248  0.763  4.302  0.17